Entry 1:
Molecular formula: C43H54BrN3O7RuSSi
Method: DFT, ωB97M-V/def2-TZVPD

Summary:
multiplicity: 2
total charge: -1
LUMO level (alpha / beta): 1.5 / 2.0 eV
HOMO energy (alpha / beta): -4.923 / -4.743 eV

XYZ file:
```
111
Properties=species:S:1:pos:R:3:forces:R:3
Ru 0.36598 -1.39446 -0.85264 -0.350 -1.598 0.229
O 0.51721 -2.89619 3.25162 0.067 0.009 0.241
C 0.64977 -1.79263 4.01388 -0.112 -0.135 -0.016
C 0.61941 -1.90892 5.40074 0.051 0.021 0.092
C 0.68612 -0.77086 6.19557 -0.011 0.020 -0.066
C 0.77225 0.49169 5.62028 0.036 -0.056 -0.049
C 0.82451 0.59735 4.23172 0.095 -0.012 0.047
C 0.78951 -0.52792 3.42372 -0.194 -0.015 -0.043
C 0.84940 -0.44218 1.91309 -0.062 -0.757 0.214
O -0.01382 -1.31063 1.29737 0.666 0.352 0.093
N 2.25958 -0.81625 1.53607 -0.517 0.221 0.612
N 2.43449 -1.00964 0.22773 -0.536 0.015 -0.085
C 3.55956 -0.69546 -0.25607 0.947 0.166 -0.675
C 4.01987 -1.03301 -1.59882 -1.275 -0.559 0.610
Br 2.97580 -2.30027 -2.55153 0.396 -0.244 -0.016
C 5.12358 -0.61730 -2.18295 1.111 0.729 -0.447
C 5.97671 0.51521 -1.77580 -0.029 -0.237 0.063
C 7.28537 0.56528 -2.25209 0.263 -0.076 -0.006
C 8.15549 1.57658 -1.87396 0.013 -0.037 -0.043
C 7.72800 2.58253 -1.01827 -0.040 -0.053 -0.034
C 6.40861 2.58503 -0.58933 -0.095 -0.042 -0.008
C 5.54051 1.56987 -0.97049 -0.134 0.202 -0.025
H 0.28064 -2.55742 2.34033 0.026 0.111 -0.141
H 0.52922 -2.89802 5.83785 -0.018 0.076 -0.037
H 0.65231 -0.87223 7.27555 -0.004 0.002 -0.056
H 0.79643 1.38029 6.23986 0.012 -0.038 -0.023
H 0.90118 1.57480 3.76131 -0.043 -0.045 0.020
H 0.69494 0.58734 1.59867 -0.137 0.388 -0.160
H 2.94729 -0.18751 1.93914 0.122 0.045 0.157
H 4.28430 -0.20063 0.39126 0.144 -0.107 -0.049
H 5.43843 -1.17310 -3.05745 0.025 0.270 -0.175
H 7.62572 -0.21588 -2.92334 0.022 0.016 0.036
H 9.17047 1.58207 -2.25316 -0.019 -0.020 0.017
H 8.40809 3.36569 -0.70844 -0.016 0.013 -0.028
H 6.04057 3.39355 0.03135 0.004 -0.039 -0.008
H 4.49630 1.63521 -0.69038 0.056 -0.001 0.035
C -1.01825 -3.08564 -4.54146 0.013 0.067 0.237
O -0.79434 -2.82449 -3.15440 0.001 -0.084 0.147
C -0.24522 -1.58915 -2.81510 0.117 0.244 -0.812
O -0.07568 -0.77581 -3.69411 -0.042 -0.065 0.067
H -0.63265 -4.08431 -4.74579 -0.036 -0.024 -0.011
H -0.51079 -2.34725 -5.15599 0.014 0.021 -0.042
H -2.08812 -3.05735 -4.75115 -0.038 0.009 -0.028
N 0.30006 -3.29525 -0.58409 -1.254 1.327 0.312
C -0.47765 -4.14107 -0.06115 0.309 -0.378 -0.026
C -1.80825 -3.78419 0.55682 0.262 0.121 -0.033
C -2.06142 -4.12318 1.88494 0.037 -0.074 0.011
C -3.25043 -3.74376 2.49263 0.044 -0.010 -0.015
C -4.21793 -3.06306 1.76350 0.004 -0.025 -0.016
C -3.97821 -2.74133 0.43499 0.124 -0.038 -0.029
C -2.76587 -3.07719 -0.16008 -0.140 -0.073 0.002
C -0.05151 -5.58354 -0.00804 -0.085 0.077 0.002
C -0.98403 -6.61821 -0.06452 0.018 -0.008 0.006
C -0.57058 -7.94554 -0.02360 -0.036 0.084 0.019
C 0.77873 -8.25295 0.08998 -0.026 0.042 -0.048
C 1.71381 -7.22588 0.13824 -0.003 0.063 0.006
C 1.30102 -5.90159 0.08216 0.145 0.028 0.018
H -1.30718 -4.65967 2.45156 -0.060 0.069 -0.026
H -3.41542 -3.96924 3.54120 0.006 -0.024 -0.089
H -5.15641 -2.78293 2.23115 0.067 0.000 -0.023
H -4.73189 -2.21966 -0.14191 0.032 0.037 0.002
H -2.56722 -2.81702 -1.18952 0.062 0.064 -0.104
H -2.03759 -6.37865 -0.15022 0.019 -0.012 0.041
H -1.30642 -8.74110 -0.07400 0.035 0.056 0.002
H 1.09964 -9.28741 0.13525 -0.006 0.039 0.005
H 2.76939 -7.45818 0.23032 -0.058 0.027 -0.022
H 2.02062 -5.08915 0.11441 -0.048 -0.092 0.024
C 0.30674 6.01888 -0.13418 -0.037 0.155 0.018
C 0.42988 4.51837 0.08985 -0.101 -0.084 0.016
C 0.18184 4.17721 1.55691 -0.049 -0.121 -0.024
C 1.81772 4.04529 -0.33254 0.035 -0.085 -0.095
O -0.56960 3.93122 -0.74749 0.022 -0.107 -0.036
Si -1.32885 2.46478 -0.80382 0.036 -0.117 -0.030
S 0.07457 0.95641 -1.00438 0.091 0.170 0.252
O -2.30750 2.48571 -2.11721 -0.028 0.216 -0.095
C -2.80963 3.52474 -2.95422 0.075 0.101 0.115
C -1.66769 4.09877 -3.79137 0.074 -0.040 0.025
C -3.46270 4.62229 -2.11140 0.048 -0.022 0.081
C -3.84340 2.86882 -3.85593 -0.077 -0.089 -0.069
O -2.23651 2.39887 0.55440 -0.058 0.205 0.123
C -3.33390 1.61790 1.03054 -0.026 -0.139 -0.155
C -2.78979 0.49386 1.89400 0.079 -0.149 0.003
C -4.14131 1.04899 -0.13451 0.062 0.030 -0.080
C -4.19583 2.55976 1.86004 -0.042 0.129 0.009
H 1.06752 6.55873 0.44048 -0.093 -0.040 -0.066
H -0.68461 6.36599 0.17457 0.107 -0.025 -0.028
H 0.43864 6.24507 -1.19656 -0.006 -0.003 0.102
H 0.91870 4.68453 2.18808 -0.067 -0.053 -0.033
H 0.26370 3.09576 1.70881 -0.001 0.096 0.010
H -0.82460 4.48045 1.85555 0.079 -0.012 -0.017
H 2.57884 4.51550 0.30210 -0.069 -0.060 -0.105
H 2.00816 4.30937 -1.37785 -0.014 -0.006 0.108
H 1.88652 2.95833 -0.24461 0.004 0.064 0.026
H -0.92228 4.55833 -3.13809 -0.067 -0.019 -0.069
H -2.04728 4.85091 -4.49103 0.041 -0.060 0.045
H -1.18325 3.29473 -4.35322 -0.060 0.076 0.040
H -2.72475 5.06649 -1.43659 -0.097 -0.033 -0.083
H -4.27612 4.20291 -1.50981 0.073 0.043 -0.059
H -3.87202 5.40582 -2.75714 0.023 -0.054 0.051
H -3.37912 2.05106 -4.41337 -0.050 0.067 0.042
H -4.25377 3.59768 -4.56211 0.013 -0.070 0.049
H -4.65989 2.45867 -3.25415 0.060 0.022 -0.065
H -2.11330 -0.14733 1.32121 -0.035 0.021 0.073
H -3.60714 -0.12206 2.28568 0.092 0.061 -0.028
H -2.23138 0.90935 2.73618 0.024 -0.024 0.008
H -3.49681 0.44212 -0.77863 -0.100 0.013 0.062
H -4.56335 1.85578 -0.74168 0.031 -0.105 0.051
H -4.95340 0.42235 0.24478 0.041 0.038 -0.004
H -3.61256 2.95580 2.69673 -0.067 -0.028 -0.067
H -5.07207 2.03498 2.25526 0.094 0.047 -0.026
H -4.53237 3.39858 1.24234 0.003 -0.063 0.066
```
Positions in Å, forces in eV/Å.

Entry 2:
Molecular formula: C15H56N10O13
Method: DFT, ωB97M-V/def2-TZVPD

Summary:
energy relative to the best compared isomer or geometry (same formula, charge and spin): 212.9 kcal/mol
LUMO level: -0.3 eV
HOMO energy: -8.138 eV

XYZ file:
```
94
Properties=species:S:1:pos:R:3:forces:R:3
C 1.09861 -0.24711 -0.50618 1.769 -0.004 -0.192
C 0.29261 -0.13611 0.75082 1.386 -2.676 0.292
O -0.55239 0.91589 0.64082 -2.059 1.982 -0.004
H 0.61661 -0.94711 -1.17918 0.196 -0.017 -0.448
H 2.16261 -0.49411 -0.33618 -0.680 -0.509 0.111
H 1.25361 0.71689 -0.99718 -0.591 0.044 -0.088
H 0.87461 -0.11711 1.68282 0.055 0.550 -0.320
H -0.28339 -1.06911 0.87182 -0.030 0.132 0.169
H -1.16539 0.65689 -0.08518 0.464 0.596 0.637
C 3.67761 3.32889 1.40882 0.567 -0.526 1.204
C 2.51161 2.36989 1.44182 0.480 -0.860 -1.267
O 1.32561 3.10789 1.21882 0.066 1.778 1.163
H 3.73361 3.79089 0.44382 0.127 0.289 -0.531
H 4.58761 2.73189 1.58282 -0.148 0.264 -0.272
H 3.67361 4.10289 2.20882 -0.350 -0.478 -0.474
H 2.48861 1.75089 2.37182 -0.171 0.565 -0.624
H 2.50661 1.72889 0.51682 1.013 0.007 1.212
H 0.62761 2.48389 1.22382 -1.388 -0.930 -0.482
C -2.25439 -4.08611 -0.05918 -1.723 -6.829 1.143
O -2.62739 -5.35411 0.30682 2.663 6.266 -1.453
N -2.98639 -3.37511 -0.84418 -5.978 -1.662 -2.791
N -1.13439 -3.42211 0.15382 4.680 -0.285 1.644
H -3.84439 -3.88711 -1.17218 1.186 1.044 0.651
H -2.92039 -2.42511 -1.08118 0.596 1.361 -0.116
H -0.29539 -3.98711 0.36882 -0.803 0.680 0.051
H -0.93039 -2.51011 -0.28718 -0.380 -0.941 0.228
C -1.02139 0.77289 4.11882 -6.156 -3.384 -2.528
O -2.09539 0.04889 3.62182 5.149 3.612 1.553
N -0.89439 0.84889 5.40282 -1.916 -1.191 3.449
N -0.18439 1.47289 3.41882 2.448 2.186 -1.526
H -1.75239 0.50089 5.86682 1.160 0.238 -0.079
H -0.31539 1.50289 5.87482 0.354 0.334 0.207
H -0.31839 1.45489 2.42082 -0.159 0.058 -0.078
H 0.45361 2.19889 3.83682 -1.156 -1.398 -0.746
C 1.70361 3.19789 -2.24718 6.409 -3.773 -0.488
O 2.78661 2.35889 -1.85418 -5.992 4.658 -1.597
N 0.90661 3.83289 -1.40918 -0.321 1.020 2.631
N 1.46561 3.40389 -3.54618 0.198 -0.062 -0.187
H 1.22161 3.65589 -0.45218 -0.460 0.176 0.416
H 0.31161 4.66989 -1.52818 1.129 -0.734 -0.578
H 2.10561 2.87689 -4.12718 -0.621 0.047 -0.301
H 0.51761 3.66489 -3.83218 0.870 -0.397 -0.206
C -2.83139 -3.34911 3.50082 -1.015 2.891 5.194
O -3.51739 -2.83111 4.60382 2.913 -3.306 -5.704
N -2.06239 -2.56011 2.75082 0.647 2.453 -1.925
N -2.55539 -4.60911 3.18582 0.786 -1.738 -1.218
H -2.04939 -1.56811 2.96282 -0.206 0.074 0.469
H -1.65939 -2.77511 1.80882 -0.762 -0.338 1.891
H -2.92139 -5.33511 3.71882 -0.850 -1.184 0.862
H -1.85739 -4.90811 2.43682 -1.801 0.915 1.509
C -1.52639 1.41089 -2.68918 8.113 1.390 -5.709
O -0.41839 0.92389 -3.51618 -6.011 1.588 4.497
N -2.76339 1.19589 -2.96618 -6.189 -4.845 -4.445
N -1.35839 2.50589 -2.01718 3.810 1.869 1.627
H -2.91639 0.62689 -3.90218 0.485 1.346 2.867
H -3.67439 1.46089 -2.53318 1.732 0.382 -0.239
H -0.35639 2.93389 -1.89718 -2.528 -1.610 0.350
H -2.08239 2.99489 -1.53618 -0.586 -0.041 0.369
C -3.21939 -0.33211 0.27382 -0.785 2.261 2.600
O -2.42239 -0.54711 -0.81418 1.728 -0.755 -1.629
H -4.24639 -0.58411 0.05782 -0.515 -0.145 0.187
H -3.12939 0.77689 0.53382 -0.519 -1.399 0.058
H -2.86339 -0.85011 1.18982 -0.240 0.119 -0.825
H -2.60139 0.11889 -1.50118 -0.188 -0.803 0.090
C 2.30261 -0.47311 -3.81818 0.652 -0.380 0.947
O 2.77861 -0.84311 -5.10718 0.189 -1.002 0.006
H 3.11461 -0.54211 -3.02518 -0.908 -0.102 -1.304
H 1.37961 -0.97011 -3.46718 0.603 -0.206 -0.292
H 2.05361 0.53489 -3.93218 -0.516 1.745 0.589
H 2.00661 -0.98011 -5.66318 0.064 0.006 -0.018
C 3.56961 -2.47411 -1.38318 -1.334 -0.109 -1.670
O 3.77661 -3.45811 -0.39418 0.328 -0.668 -0.025
H 3.93361 -1.46511 -1.20618 0.295 -0.257 0.880
H 2.47061 -2.41911 -1.52018 0.541 0.375 -0.330
H 4.00761 -2.77211 -2.35418 -0.083 0.034 0.329
H 3.49561 -4.26911 -0.86518 0.357 0.453 0.831
C -1.19939 -2.20511 -3.61718 -0.666 1.175 -2.080
O -0.51339 -2.88311 -2.63818 0.033 -0.976 1.559
H -0.39639 -1.93511 -4.28518 0.068 0.366 -0.590
H -1.63139 -1.20511 -3.34518 0.194 -1.085 0.249
H -1.91839 -2.77511 -4.27918 0.455 0.108 1.126
H -1.08839 -3.31011 -1.98418 0.018 0.122 -0.741
C -2.19539 3.91489 1.30982 0.818 -0.181 2.005
O -2.76339 3.14989 0.30582 -0.188 -0.275 -2.037
H -2.08239 3.23789 2.18682 -0.423 0.935 0.062
H -2.76139 4.83989 1.48082 0.035 -0.315 0.369
H -1.14039 4.21089 1.13782 -0.571 -0.276 -0.774
H -3.51839 2.62389 0.57882 0.061 0.337 0.593
C 3.67361 -0.58411 2.96282 1.860 1.080 0.508
O 3.78361 -0.83211 1.57082 0.307 1.111 0.960
H 4.37261 0.23589 3.14582 0.000 0.272 -0.094
H 4.14061 -1.35011 3.62782 -1.059 -0.073 -0.589
H 2.71961 -0.15811 3.28882 -0.277 -0.791 0.008
H 3.33461 -1.63411 1.42782 -0.759 -1.774 -0.735
```
Positions in Å, forces in eV/Å.